This record from the OMol25 dataset describes a molecular structure, C5H11NO3 in a non-equilibrium geometry. The level of theory is wB97M-V/def2-TZVPD.

```
20
C5H11NO3, DFT wB97M-V/def2-TZVPD
C 2.35492 -0.90216 1.37053
C -0.52431 0.58189 -1.18755
C -0.46933 -1.31603 0.10349
C -0.42307 0.73330 1.20675
C 1.54664 0.23225 -0.00644
N 0.01166 -0.00655 0.07338
O 3.00413 -1.69379 0.77599
O 1.97033 -0.61285 2.46546
O 2.07493 -0.35253 -1.18403
H -0.01982 1.48482 -1.30103
H -0.19761 -0.03215 -1.93191
H -1.68529 0.82246 -1.04972
H -0.12929 -1.74682 0.97405
H -1.51102 -1.40929 0.26427
H -0.18817 -1.95638 -0.70629
H 0.21390 0.59670 2.11132
H -0.27032 1.73745 0.92495
H -1.39018 0.69542 1.63619
H 1.74832 1.28922 -0.10190
H 2.70823 -1.03323 -0.87447
```

ΔE to the lowest compared entry with this formula, charge and spin ... 4.878 eV
Total charge ... 0
LUMO level (alpha / beta) ... 0.6 / -2.1 eV
HOMO energy (alpha / beta) ... -2.363 / -10.133 eV
Spin multiplicity ... 3
DFT total energy ... -477.27904 a.u.
Expectation value of S² ... 2.01
Gap between HOMO and LUMO (alpha / beta) ... 2.982 / 7.989 eV

Atom charges from the Mulliken analysis, given in e for atoms 1 to 2: atom 1 (C): 0.72, atom 2 (C): -1.21

***

This record from the OMol25 dataset describes a gas-phase ion, C9H8NO2S (charge -1) in a non-equilibrium geometry. The level of theory is wB97M-V/def2-TZVPD.

```
21
C9H8NO2S, DFT wB97M-V/def2-TZVPD
C -0.38301 1.77918 -1.54948
C -0.68786 1.13138 -0.22931
C 0.31324 0.17021 0.31179
C 1.52219 0.37308 0.92471
C 2.50388 -0.63495 1.12394
C 2.20389 -1.94184 0.72730
C 0.98637 -2.21681 0.22977
C 0.11296 -1.18951 -0.19680
S -1.28080 -1.50963 -1.08641
N -1.96059 0.37094 -0.56420
C -3.01083 0.30036 0.44202
O -3.56335 -0.76302 0.70509
O -3.27042 1.47688 0.82432
H -1.33411 2.25478 -1.86104
H -0.11778 1.09534 -2.34811
H 0.34109 2.52533 -1.59721
H -1.13188 1.78058 0.48946
H 1.77810 1.35063 1.08081
H 3.48804 -0.17559 1.33949
H 2.72752 -2.85811 1.02610
H 0.76336 -3.31922 0.20776
```

ΔE to the lowest compared entry with this formula, charge and spin ... 1.285 eV
Total charge ... -1
LUMO level ... 3.2 eV
HOMO energy ... -4.362 eV
SMILES ... C[C@@H]1c2ccccc2SN1C(=O)[O-]
DFT total energy ... -951.18473 a.u.
Gap between HOMO and LUMO ... 7.560 eV

Atom charges from the Mulliken analysis, given in e for atoms 1 to 2: atom 1 (C): -1.53, atom 2 (C): 0.04

***

This record from the OMol25 dataset describes 13 unconnected molecules or ions with the total composition C42H87F34N11O8P5S4 in a non-equilibrium geometry. The level of theory is wB97M-V/def2-TZVPD.

```
191
C42H87F34N11O8P5S4, DFT wB97M-V/def2-TZVPD
C 2.99190 3.50340 -3.22438
C 2.52683 5.01882 -2.97428
N 2.92536 5.92259 -4.11496
C 2.42203 5.90292 -5.49487
C 3.04121 6.90818 -6.09638
N 3.80854 7.57119 -5.12734
C 3.75478 6.93222 -3.96096
C 4.62044 8.74558 -5.38746
H 4.05902 3.28645 -3.27216
H 2.72020 3.19661 -4.23440
H 2.58799 2.76952 -2.52697
H 2.83987 5.47934 -2.03724
H 1.44057 4.95753 -2.90816
H 1.48083 5.43001 -5.73343
H 2.87595 7.46674 -7.00583
H 4.32379 7.03670 -3.04898
H 4.96646 8.79110 -6.42008
H 5.48843 8.80145 -4.73054
H 3.82922 9.45992 -5.15989
C 4.48850 -3.06369 -0.30594
C 4.73359 -4.14297 -1.40620
N 3.51710 -4.34005 -2.22962
C 2.49693 -5.27798 -1.92714
C 1.53605 -5.19691 -2.94680
N 2.11728 -4.40286 -3.98941
C 3.33353 -3.89631 -3.55530
C 1.41522 -4.09891 -5.15500
H 3.92735 -2.25625 -0.77631
H 5.36584 -2.58157 0.12525
H 3.89550 -3.55042 0.46837
H 5.03788 -5.05004 -0.88396
H 5.55088 -3.79508 -2.03796
H 2.56464 -5.91604 -1.05840
H 0.61770 -5.76459 -2.97450
H 4.15466 -3.42562 -4.07548
H 0.56709 -4.74990 -5.36712
H 2.06793 -4.13772 -6.02710
H 0.85734 -3.16744 -5.05888
C 3.85075 2.98681 9.55927
C 2.73754 3.63192 8.63618
N 2.70780 3.02649 7.28024
C 3.40932 3.29249 6.14528
C 3.08940 2.44920 5.06927
N 1.96747 1.76389 5.57404
C 1.72973 2.11592 6.89827
C 1.09016 0.77696 4.87523
H 4.84048 2.90706 9.10964
H 3.58024 1.97036 9.84520
H 3.84409 3.60894 10.45425
H 2.94491 4.68727 8.45915
H 1.78020 3.50222 9.14095
H 4.21528 4.00858 6.20863
H 3.34185 2.43237 4.01932
H 0.86974 1.80852 7.47473
H 0.44111 0.29378 5.60556
H 1.74965 0.03690 4.42195
H 0.56086 1.27735 4.06434
C -3.75830 5.40235 1.92256
C -4.57442 4.62182 0.98723
C -5.42192 5.47908 0.00665
N -5.78551 4.79083 -1.37545
C -6.47523 3.42088 -1.15531
C -6.88075 5.66050 -1.92630
C -6.80473 5.52836 -3.45711
C -5.48056 4.81546 -3.83105
C -4.70009 4.74374 -2.49741
H -2.92452 5.87764 1.40583
H -3.36562 4.78272 2.72874
H -4.26887 6.28941 2.29747
H -5.15253 3.82350 1.45260
H -3.94521 3.96882 0.38241
H -4.97837 6.41428 -0.33508
H -6.29712 5.65072 0.63328
H -7.14071 3.39076 -0.29256
H -5.61856 2.75624 -1.04361
H -7.08345 3.12479 -2.01001
H -7.82584 5.37392 -1.46500
H -6.57774 6.70205 -1.81927
H -7.63612 5.05411 -3.97863
H -6.83639 6.53964 -3.86259
H -5.66357 3.82542 -4.24869
H -4.78054 5.33076 -4.48872
H -3.89410 4.03105 -2.32259
H -4.13454 5.67125 -2.40815
C -0.62687 -4.00618 -0.18788
C -0.62561 -2.45060 -0.38549
C 0.74690 -1.67214 -0.15868
N 0.78109 -0.19990 -0.54475
C 2.25114 0.36169 -0.28820
C -0.24872 0.55462 0.37559
C -0.95084 1.57514 -0.55501
C -1.05392 0.68808 -1.81447
C 0.31592 0.10516 -2.00894
H -0.22199 -4.08237 0.82126
H 0.14707 -4.54665 -0.73287
H -1.62404 -4.40182 -0.38081
H -1.54836 -1.93218 -0.12495
H -0.71645 -2.36042 -1.46794
H 1.40560 -2.21777 -0.83434
H 1.04318 -1.67203 0.89028
H 2.93025 0.28353 -1.13720
H 2.60070 -0.14093 0.61362
H 2.10561 1.41594 -0.05267
H 0.08511 1.06711 1.27782
H -1.00717 -0.10273 0.80073
H -0.31181 2.42124 -0.80767
H -1.96816 1.80435 -0.23784
H -1.36906 1.31689 -2.64718
H -1.77102 -0.11502 -1.64450
H 1.03352 0.81934 -2.41279
H 0.27292 -0.78266 -2.63984
C 0.90411 -7.48360 0.81237
C 0.47458 -7.08323 2.25045
C 0.01707 -8.40124 2.96635
N -0.52389 -8.18235 4.39418
C 0.64618 -7.83326 5.33880
C -1.70527 -7.16689 4.49195
C -2.89751 -7.95403 5.13890
C -2.34597 -9.06762 5.97500
C -1.16631 -9.47210 4.97455
H 0.31148 -8.31374 0.42799
H 1.91637 -7.87131 0.69789
H 0.87383 -6.66375 0.09471
H -0.36706 -6.40399 2.11476
H 1.26886 -6.63689 2.84877
H 0.84578 -9.08948 3.13270
H -0.82669 -8.83673 2.43108
H 1.44994 -8.54663 5.52104
H 0.27145 -7.50490 6.30826
H 0.94695 -6.82986 5.03745
H -1.38743 -6.36309 5.15602
H -1.93808 -6.74825 3.51286
H -3.68819 -7.38652 5.62967
H -3.42910 -8.32298 4.26176
H -1.99445 -8.67540 6.92931
H -3.06739 -9.88313 6.02592
H -0.40941 -10.21204 5.23471
H -1.69265 -10.06989 4.23042
N -2.14181 -3.02804 -5.17725
S -2.97220 -1.94507 -4.21843
O -2.75765 -1.89228 -2.78380
O -4.30020 -1.68524 -4.69752
F -2.09277 -0.59749 -4.67926
S -2.36373 -4.20113 -4.37091
O -3.63357 -4.81817 -3.97842
O -1.28919 -4.46839 -3.40775
F -1.85697 -5.23191 -5.49732
N -0.92641 4.65006 -5.98418
S -1.17355 3.14682 -5.18487
O -0.48027 1.99551 -5.69682
O -2.57413 2.85246 -4.77765
F -0.44857 3.46152 -3.74630
S -1.88014 4.37924 -7.06138
O -3.29286 4.74577 -6.67074
O -1.55935 3.31669 -8.00373
F -1.46786 5.60614 -8.06708
P 0.14377 4.57817 2.08981
F -0.18592 5.92381 1.26120
F -0.92664 5.00809 3.14349
F -1.21486 3.87221 1.28505
F 0.30746 3.19102 2.91982
F 0.93962 4.03411 0.83382
F 1.43191 5.11227 2.98761
P -0.18189 -3.13068 4.32175
F -1.36206 -3.99541 3.48814
F -0.62932 -3.90794 5.71845
F 0.92574 -4.23578 4.04288
F 0.94279 -2.22694 5.14658
F 0.47510 -2.36180 3.01541
F -1.22793 -1.91510 4.65789
P -5.25233 -0.10675 0.67886
F -6.39562 0.91670 0.01893
F -6.22844 -0.40811 2.02956
F -5.81006 -1.45184 0.03943
F -4.02540 -0.87621 1.28114
F -4.36450 0.02029 -0.68275
F -4.47781 1.11564 1.43758
P 5.58602 0.61559 2.48621
F 7.25658 0.20865 2.55467
F 5.87877 1.84575 3.59919
F 5.83131 1.69017 1.37849
F 3.95111 0.97855 2.41920
F 5.38541 -0.55910 1.33661
F 5.43695 -0.52441 3.64580
P 4.18165 -0.34390 -4.63220
F 5.33806 0.59358 -5.28515
F 3.07088 0.51675 -5.37535
F 4.31082 -1.35703 -5.85170
F 2.94097 -1.15676 -4.02711
F 5.24105 -1.29877 -3.78869
F 4.06213 0.60880 -3.32527
```

Total charge ... -1
LUMO level ... 0.8 eV
HOMO energy ... -7.034 eV
DFT total energy ... -9552.52110 a.u.
Gap between HOMO and LUMO ... 7.883 eV

Atom charges from the Mulliken analysis, given in e for atoms 1 to 2: atom 1 (C): -0.91, atom 2 (C): -0.38